# 1
Entry from the OMol25 dataset: a molecular structure, C27H23F3IrN3O3PS (wB97M-V/def2-TZVPD).

Cartesian coordinates (Å):
Ir  1.157  1.156  0.366
N  2.646  1.205  -1.119
C  3.936  1.502  -0.430
C  3.744  2.425  0.777
O  4.670  3.054  1.207
O  2.512  2.468  1.255
H  2.708  0.318  -1.614
H  2.465  1.912  -1.827
H  4.649  1.962  -1.110
H  4.359  0.563  -0.073
O  0.841  4.067  0.103
N  0.285  2.899  -0.351
C  -0.724  3.088  -1.109
C  -1.600  2.093  -1.741
C  -2.630  2.663  -2.498
C  -3.585  1.884  -3.125
C  -3.537  0.504  -2.997
C  -2.525  -0.076  -2.251
C  -1.545  0.694  -1.628
P  -0.251  -0.213  -0.740
C  -1.185  -1.417  0.235
C  -0.940  -2.785  0.217
C  -1.658  -3.629  1.054
C  -2.624  -3.114  1.903
C  -2.891  -1.750  1.907
C  -2.176  -0.906  1.076
C  0.688  -1.099  -2.019
C  0.502  -0.821  -3.372
C  1.330  -1.399  -4.327
C  2.348  -2.257  -3.941
C  2.541  -2.539  -2.594
C  1.722  -1.962  -1.636
H  1.594  3.761  0.670
H  -0.979  4.129  -1.284
H  -2.681  3.741  -2.586
H  -4.368  2.355  -3.704
H  -4.285  -0.118  -3.471
H  -2.494  -1.154  -2.146
H  -0.196  -3.205  -0.445
H  -1.459  -4.692  1.039
H  -3.180  -3.776  2.554
H  -3.660  -1.346  2.553
H  -2.403  0.154  1.069
H  -0.289  -0.157  -3.693
H  1.174  -1.178  -5.374
H  2.990  -2.708  -4.686
H  3.331  -3.211  -2.285
H  1.890  -2.180  -0.588
F  0.300  -2.030  5.747
C  0.832  -1.771  4.547
F  0.585  -2.831  3.757
F  2.158  -1.680  4.693
C  0.253  -0.516  3.949
C  -0.734  0.206  4.588
C  -1.268  1.348  3.993
C  -0.813  1.716  2.748
N  0.129  1.002  2.126
C  0.699  -0.073  2.704
S  1.947  -0.677  1.658
H  -1.086  -0.118  5.558
H  -2.024  1.936  4.491
H  -1.191  2.582  2.220

Results
* electronic energy: -2576.06939 Ha
* HOMO-LUMO gap: 7.85 eV
* energy above the lowest of the compared OMol25 structures with the same formula, charge and spin: 0.9 kJ/mol
* molecular weight: 749.75 g/mol
* E_LUMO: -3.461 eV
* multiplicity: 1
* total charge: +1

---

# 2
Entry from the OMol25 dataset: a molecular structure, C27H23N4O6P at a distorted geometry (wB97M-V/def2-TZVPD).

Cartesian coordinates (Å):
C  -3.719  1.966  3.438
C  -2.902  2.256  2.215
O  -2.265  0.972  1.913
C  -1.298  1.074  0.994
C  -0.683  -0.266  0.650
P  0.976  0.223  -0.118
C  0.541  0.137  -1.868
C  0.635  1.244  -2.725
C  0.127  1.167  -4.028
C  -0.494  -0.005  -4.473
C  -0.583  -1.118  -3.628
C  -0.041  -1.053  -2.345
C  2.027  1.702  0.049
C  3.151  1.841  -0.792
C  4.028  2.929  -0.696
C  3.785  3.928  0.261
C  2.687  3.800  1.127
C  1.844  2.688  1.029
C  2.230  -1.058  0.183
C  2.662  -1.956  -0.802
C  3.710  -2.845  -0.537
C  4.353  -2.823  0.708
C  3.921  -1.930  1.702
C  2.861  -1.058  1.441
O  -0.938  2.154  0.518
H  -4.333  2.832  3.690
H  -4.370  1.099  3.282
H  -3.055  1.765  4.285
H  -3.520  2.566  1.359
H  -2.127  3.011  2.405
H  -0.411  -0.879  1.533
H  1.094  2.170  -2.377
H  0.210  2.033  -4.693
H  -0.915  -0.057  -5.477
H  -1.074  -2.039  -3.955
H  -0.077  -1.944  -1.707
H  3.363  1.085  -1.548
H  4.901  3.008  -1.363
H  4.454  4.796  0.337
H  2.495  4.580  1.878
H  1.013  2.600  1.718
H  2.191  -1.964  -1.785
H  4.027  -3.554  -1.309
H  5.190  -3.502  0.907
H  4.418  -1.908  2.677
H  2.529  -0.351  2.206
O  -2.538  0.847  -1.179
N  -3.569  0.281  -0.713
C  -3.413  -0.823  0.167
C  -2.074  -1.247  0.439
C  -2.039  -2.586  0.877
N  -0.994  -3.504  0.828
O  0.216  -3.371  0.633
O  -1.536  -4.789  0.903
N  -2.949  -4.709  1.058
C  -3.235  -3.374  0.983
N  -4.462  -2.909  0.726
C  -4.528  -1.634  0.369
O  -4.723  0.648  -1.027
H  -1.277  -0.912  -0.467
H  -5.499  -1.231  0.125

Results
* electronic energy: -2054.05702 Ha
* HOMO-LUMO gap: 5.33 eV
* energy above the lowest of the compared OMol25 structures with the same formula, charge and spin: 62.6 kJ/mol
* molecular weight: 530.48 g/mol
* E_LUMO: -1.206 eV
* multiplicity: 1

---

# 3
Entry from the OMol25 dataset: a molecular structure, C27H24BCoN4O (wB97M-V/def2-TZVPD).

Cartesian coordinates (Å):
Co  0.705  -0.688  -0.387
O  1.193  -0.296  -4.404
C  1.158  -0.223  -3.165
N  0.495  -0.957  -2.298
C  -0.286  -2.064  -2.761
C  -0.445  -3.054  -1.628
C  -1.185  -4.220  -1.790
C  -1.337  -5.084  -0.725
C  -0.724  -4.772  0.480
C  -0.002  -3.599  0.560
N  0.134  -2.748  -0.460
C  2.014  0.801  -2.445
C  2.716  1.762  -3.152
C  3.498  2.667  -2.457
C  3.559  2.575  -1.074
C  2.826  1.585  -0.441
N  2.065  0.717  -1.107
H  0.178  -2.558  -3.623
H  -1.285  -1.750  -3.093
H  -1.655  -4.419  -2.745
H  -1.938  -5.979  -0.821
H  -0.831  -5.405  1.349
H  0.479  -3.305  1.485
H  2.619  1.764  -4.229
H  4.052  3.436  -2.982
H  4.157  3.258  -0.486
H  2.830  1.486  0.638
C  2.193  2.507  4.173
C  0.895  2.744  3.741
C  0.262  1.860  2.876
C  0.912  0.721  2.394
C  2.218  0.495  2.851
C  2.848  1.364  3.727
C  0.295  -0.272  1.480
C  -0.939  -0.042  0.677
C  -1.437  1.206  0.090
C  -2.757  1.319  -0.379
C  -3.209  2.472  -1.003
C  -2.371  3.563  -1.182
C  -1.065  3.473  -0.714
C  -0.608  2.325  -0.093
H  2.684  3.195  4.850
H  0.363  3.623  4.088
H  -0.758  2.053  2.568
H  2.742  -0.383  2.486
H  3.858  1.154  4.059
H  0.209  -1.217  2.022
H  -3.438  0.487  -0.260
H  -4.233  2.512  -1.356
H  -2.725  4.461  -1.673
H  -0.385  4.309  -0.838
H  0.414  2.293  0.255
B  -3.878  -2.897  1.213
C  -2.762  -1.800  1.033
N  -1.938  -1.007  0.880
H  -4.024  -3.468  0.151
H  -4.889  -2.328  1.570
H  -3.469  -3.656  2.072

Results
* electronic energy: -2745.21195 Ha
* <S²>: 0.816
* HOMO-LUMO gap (alpha / beta): 6.07 / 6.42 eV
* energy above the lowest of the compared OMol25 structures with the same formula, charge and spin: 0.0 kJ/mol
* molecular weight: 490.26 g/mol
* E_LUMO (alpha / beta): 2.770 / 2.769 eV
* multiplicity: 2
* total charge: -1

---

# 4
Entry from the OMol25 dataset: a molecular structure, C27H24BrN4O6Pt (wB97M-V/def2-TZVPD).

Cartesian coordinates (Å):
Pt  -0.039  -1.526  -0.886
C  2.574  -0.217  2.373
O  2.441  -1.372  3.206
C  1.877  -2.529  2.763
C  2.084  -3.616  3.578
C  1.590  -4.888  3.260
C  0.894  -5.049  2.095
C  0.646  -3.959  1.232
C  -0.092  -4.267  0.037
N  -0.441  -3.420  -0.861
N  -1.156  -3.887  -1.958
C  -1.403  -2.909  -2.779
O  -1.056  -1.673  -2.611
C  -2.161  -3.223  -4.022
C  -2.649  -2.181  -4.803
C  -3.362  -2.451  -5.962
C  -3.588  -3.763  -6.352
C  -3.097  -4.806  -5.577
C  -2.387  -4.539  -4.416
C  1.107  -2.652  1.556
O  0.877  -1.571  0.877
H  3.186  0.466  2.965
H  1.613  0.230  2.136
H  3.076  -0.440  1.436
H  2.663  -3.452  4.479
H  1.771  -5.724  3.923
H  0.511  -6.023  1.811
H  -0.391  -5.296  -0.138
H  -2.456  -1.164  -4.487
H  -3.740  -1.634  -6.564
H  -4.142  -3.974  -7.259
H  -3.267  -5.833  -5.879
H  -2.001  -5.339  -3.800
N  -1.158  0.871  1.799
C  -0.889  1.931  2.170
N  -0.544  3.152  2.582
C  0.806  3.631  2.279
C  1.702  3.467  3.493
O  1.131  4.087  4.641
C  -0.108  3.484  4.965
C  -1.103  3.664  3.831
H  0.740  4.685  1.998
H  1.203  3.061  1.442
H  2.667  3.943  3.325
H  1.860  2.401  3.692
H  -0.467  3.967  5.874
H  0.037  2.414  5.164
H  -1.318  4.728  3.699
H  -2.035  3.142  4.043
Br  -0.076  7.026  -3.044
C  0.256  5.270  -2.388
C  -0.730  4.306  -2.506
C  -0.481  3.028  -2.024
C  0.734  2.722  -1.422
C  1.708  3.708  -1.320
C  1.480  4.989  -1.804
C  1.010  1.334  -0.860
O  1.999  1.175  -0.152
O  0.110  0.493  -1.197
H  -1.677  4.550  -2.969
H  -1.227  2.248  -2.103
H  2.650  3.448  -0.854
H  2.238  5.757  -1.730

Results
* electronic energy: -4407.16717 Ha
* HOMO-LUMO gap: 6.89 eV
* energy above the lowest of the compared OMol25 structures with the same formula, charge and spin: 0.0 kJ/mol
* molecular weight: 775.49 g/mol
* E_LUMO: 2.364 eV
* multiplicity: 1
* total charge: -1